1.
Below is a 2-piece molecular cluster, C2H3N5O overall in a non-equilibrium geometry, with properties calculated with ωB97M-V/def2-TZVPD.

For the energy above the lowest of the compared OMol25 structures with the same formula, charge and spin, the calculation gives 175.9 kcal/mol. The gap between HOMO and LUMO comes out at 9.25 eV. The calculated total energy comes out at -11613.201 eV. The calculation puts the max |F| at 6.6 eV Å⁻¹. As for the HOMO energy: -9.808 eV.

Element x y z (Å)
C1 0.1133 0.2892 0.5433
C2 -1.0259 0.8208 -1.3529
H1 0.2999 -1.5023 2.1898
H2 -1.6266 1.2994 -2.0178
H3 -0.1476 -0.3462 -2.9668
N1 0.2401 0.6334 1.7261
N2 -0.9340 1.1149 -0.1947
N3 0.1685 0.0622 -1.9891
N4 0.3778 -1.2386 -1.2758
N5 0.2128 -1.1198 -0.0534
O1 0.8116 -0.2845 2.5202

***

2.
Below is C2H3N5O in the gas phase in a non-equilibrium geometry, with properties calculated with ωB97M-V/def2-TZVPD.

For the energy above the lowest of the compared OMol25 structures with the same formula, charge and spin, the calculation gives 132.0 kcal/mol. The gap between HOMO and LUMO comes out at 8.87 eV. Its SMILES is [H]/N=c1\nnncn1O. The calculated total energy comes out at -11615.107 eV. The calculation puts the max |F| at 4.9 eV Å⁻¹. As for the HOMO energy: -9.769 eV.

Element x y z (Å)
H1 2.0479 -2.2233 0.5658
N1 1.7817 -1.1410 0.4051
C1 0.5677 -0.6748 0.0023
N2 -0.6588 -1.3796 -0.3420
N3 -1.7970 -0.8185 -0.1303
N4 -1.8859 0.5925 0.3150
C2 -0.7646 1.2652 0.1839
N5 0.4356 0.6161 -0.3127
O1 1.5602 1.3323 -0.2179
H2 -0.7628 2.3512 0.6345
H3 2.2855 0.5843 -0.1206

***

3.
Below is C2H3N5O2 in the gas phase in a non-equilibrium geometry, with properties calculated with ωB97M-V/def2-TZVPD.

For the energy above the lowest of the compared OMol25 structures with the same formula, charge and spin, the calculation gives 65.9 kcal/mol. The gap between HOMO and LUMO comes out at 9.03 eV. Its SMILES is [H]/N=C/n1nnc(=O)n1O. The calculated total energy comes out at -13663.633 eV. The calculation puts the max |F| at 2.3 eV Å⁻¹. As for the HOMO energy: -9.974 eV.

Element x y z (Å)
H1 -3.7650 0.3724 -0.1133
N1 -2.9404 -0.1566 -0.2973
C1 -1.9608 0.4284 0.2578
N2 -0.6813 -0.1301 0.1135
N3 -0.4041 -1.4164 -0.0721
N4 0.8738 -1.5856 -0.0618
C2 1.4638 -0.3507 0.0680
O1 2.6105 0.0103 -0.0550
N5 0.4898 0.6092 0.3822
O2 0.6090 1.8224 -0.2619
H2 -1.9114 1.3966 0.7692
H3 1.5376 1.8593 -0.5280

***

4.
Below is a 2-piece molecular cluster, C2H3N5S overall in a non-equilibrium geometry, with properties calculated with ωB97M-V/def2-TZVPD.

For the energy above the lowest of the compared OMol25 structures with the same formula, charge and spin, the calculation gives 73.4 kcal/mol. The gap between HOMO and LUMO comes out at 8.91 eV. The calculated total energy comes out at -20403.441 eV. The calculation puts the max |F| at 5.5 eV Å⁻¹. As for the HOMO energy: -8.878 eV.

Element x y z (Å)
C1 0.5443 -1.0294 0.9698
C2 -0.2444 0.2843 -1.1737
H1 1.1396 -2.5599 1.3323
H2 -0.2852 -1.1585 2.1976
H3 -1.3933 2.2149 -1.5837
N1 1.2648 -1.9429 0.4289
N2 0.3401 0.1312 0.0567
N3 0.0140 1.1418 0.8850
N4 -0.6188 1.9778 0.3053
N5 -0.6299 1.6342 -1.0081
S1 -0.1312 -0.6935 -2.4102

***

5.
Below is C2H3NO in the gas phase in a non-equilibrium geometry, with properties calculated with ωB97M-V/def2-TZVPD.

For the energy above the lowest of the compared OMol25 structures with the same formula, charge and spin, the calculation gives 46.8 kcal/mol. The gap between HOMO and LUMO comes out at 10.19 eV. Its SMILES is C=NC=O. The calculated total energy comes out at -5657.875 eV. The calculation puts the max |F| at 5.0 eV Å⁻¹. As for the HOMO energy: -9.450 eV.

Element x y z (Å)
C1 -0.0875 -0.0946 1.1618
N1 0.6364 0.5690 0.3937
C2 0.1406 0.2329 -1.2505
O1 -0.2425 -0.8308 -1.4497
H1 -1.0010 -0.5831 0.9174
H2 0.1347 -0.3049 2.2774
H3 0.4194 1.0115 -2.0502

***

6.
Below is C2H3NO2 in the gas phase, with properties calculated with ωB97M-V/def2-TZVPD.

For the energy above the lowest of the compared OMol25 structures with the same formula, charge and spin, the calculation gives 17.7 kcal/mol. The gap between HOMO and LUMO comes out at 11.56 eV. Its SMILES is [H]/N=C/OC=O. The calculated total energy comes out at -7707.075 eV. The calculation puts the max |F| at 0.6 eV Å⁻¹. As for the HOMO energy: -10.759 eV.

Element x y z (Å)
H1 -1.0512 -1.0271 1.7886
N1 -0.3990 -0.4999 1.2166
C1 -0.9077 -0.2089 0.1001
O1 -0.2194 0.5044 -0.8299
C2 1.1509 0.5473 -0.6914
O2 1.7816 1.4684 -1.1058
H2 -1.9112 -0.4321 -0.2669
H3 1.5559 -0.3521 -0.2113